# C4H6O2

An isolated molecule of C4H6O2 (ωB97M-V/def2-TZVPD, the Open Molecules 2025 dataset).

Summary:
max |F| = 0.558 eV Å⁻¹
frontier orbital gap = 10.7232 eV
2S+1 = 1
structure (SMILES) = O=CC1COC1
highest occupied orbital energy = -10.00 eV
ΔE to the lowest compared entry with this formula, charge and spin = 46.51 kcal/mol
charge = 0

```
12
C4H6O2, DFT ωB97M-V/def2-TZVPD
O 2.50631 -0.39808 0.47311
C 1.39555 -0.85211 0.34300
C 0.31974 -0.16537 -0.46404
C -1.14207 -0.49673 -0.13352
O -1.40629 0.85026 0.27744
C -0.05921 1.25578 -0.00183
H 1.10732 -1.81746 0.82148
H 0.58591 -0.23985 -1.52459
H -1.76665 -0.79832 -0.98280
H -1.28188 -1.21522 0.68861
H 0.46745 1.60637 0.89453
H -0.01367 2.03057 -0.77480
```